C36H33BrNO10P | ωB97M-V with the def2-TZVPD basis set

The geometry in XYZ format:
```
82
C36H33BrNO10P ωB97M-V with the def2-TZVPD basis set
H -0.863 -4.289 -3.418
N -0.169 -3.905 -2.775
C -0.717 -3.456 -1.727
C -2.201 -3.483 -1.457
C 0.147 -2.813 -0.666
P 1.065 -1.353 -1.312
C 2.725 -1.910 -1.920
Br 2.722 -2.146 -3.854
C 3.490 -3.049 -1.247
C 2.962 -4.472 -1.454
H -2.727 -3.544 -2.410
H -2.461 -4.355 -0.852
H -2.517 -2.585 -0.924
H -0.482 -2.372 0.110
H 0.771 -3.554 -0.167
H 1.579 -0.949 -0.062
H 3.311 -0.997 -1.793
H 4.517 -2.993 -1.618
H 3.535 -2.809 -0.179
H 3.792 -5.171 -1.562
H 2.338 -4.537 -2.345
H 2.376 -4.819 -0.603
O 0.608 -1.631 2.307
C 1.434 -1.280 3.124
C 2.885 -1.422 2.856
C 3.791 -0.996 3.730
C 3.386 -0.341 5.000
O 4.214 0.090 5.774
C 1.930 -0.216 5.279
C 1.030 -0.661 4.409
H 3.158 -1.873 1.911
H 4.854 -1.077 3.547
H 1.650 0.264 6.208
H -0.035 -0.578 4.584
O 9.422 3.499 1.179
C 8.534 2.677 1.222
C 8.312 1.722 0.105
C 7.336 0.820 0.152
C 6.429 0.732 1.323
O 5.538 -0.090 1.369
C 6.650 1.683 2.442
C 7.626 2.584 2.396
H 8.988 1.810 -0.736
H 7.151 0.114 -0.647
H 5.978 1.592 3.287
H 7.812 3.288 3.197
O -3.168 -3.867 -4.954
C -3.729 -2.836 -5.263
C -4.709 -2.797 -6.380
C -5.332 -1.669 -6.707
C -5.074 -0.403 -5.970
O -5.658 0.619 -6.262
C -4.086 -0.439 -4.864
C -3.467 -1.570 -4.539
H -4.880 -3.734 -6.896
H -6.053 -1.611 -7.512
H -3.907 0.491 -4.339
H -2.740 -1.624 -3.738
O -0.245 1.790 6.575
C -0.747 2.495 5.725
C -0.423 3.941 5.637
C -0.956 4.712 4.693
C -1.902 4.158 3.689
O -2.384 4.857 2.826
C -2.234 2.712 3.785
C -1.701 1.944 4.730
H 0.271 4.317 6.378
H -0.734 5.767 4.604
H -2.929 2.335 3.045
H -1.935 0.891 4.822
O -7.917 5.032 -1.173
C -7.084 4.194 -1.434
C -7.472 2.792 -1.742
C -6.556 1.869 -2.022
C -5.110 2.204 -2.043
O -4.276 1.360 -2.298
C -4.720 3.603 -1.739
C -5.635 4.525 -1.456
H -8.533 2.579 -1.723
H -6.810 0.842 -2.252
H -3.659 3.816 -1.761
H -5.380 5.552 -1.228
```

Calculated values
Total charge: 0
SMILES: [H]/N=C(\C)CP[C@H](Br)CC.O=C1C=CC(=O)C=C1.O=C1C=CC(=O)C=C1.O=C1C=CC(=O)C=C1.O=C1C=CC(=O)C=C1.O=C1C=CC(=O)C=C1
E_LUMO, Eh: -0.06760
E_tot, hartree: -5113.936768